{"formula": "C12H31N4O7Sr", "method": "the ωB97M-V functional and the def2-TZVPD basis", "total_charge": -1, "de_lowest_kcal_mol": 18.18, "homo_lumo_gap_ev": 4.77, "species": ["Sr", "O", "H", "O", "H", "O", "H", "C", "O", "N", "C", "C", "H", "H", "H", "H", "H", "H", "H", "C", "O", "N", "C", "C", "H", "H", "H", "H", "H", "H", "H", "C", "O", "N", "C", "C", "H", "H", "H", "H", "H", "H", "H", "C", "O", "N", "C", "C", "H", "H", "H", "H", "H", "H", "H"], "coordinates": [[0.28317, 1.12464, 1.79875], [0.13340, 3.53226, 1.55948], [-0.51248, 4.21393, 1.77120], [-0.24151, -0.53805, 3.61408], [-1.00452, -0.89781, 3.15224], [1.95089, 1.39754, 3.64435], [2.42292, 2.22624, 3.78575], [2.69812, -1.08559, 1.66202], [2.16632, -0.22130, 1.00776], [2.95310, -2.33410, 1.17690], [3.43456, -3.40726, 2.02928], [2.59411, -2.69148, -0.15862], [3.04784, -0.94850, 2.69545], [3.73922, -3.03592, 3.00094], [4.33414, -3.82981, 1.55775], [2.68771, -4.20340, 2.05495], [2.01969, -1.93420, -0.68084], [3.49144, -2.84574, -0.77998], [2.05143, -3.64417, -0.14715], [-1.02868, -1.96615, 0.02849], [-0.61968, -0.98305, 0.59106], [-1.06010, -3.19889, 0.59639], [-1.92446, -4.22394, 0.06702], [-0.49416, -3.39310, 1.92858], [-1.46002, -1.94967, -0.99279], [-2.04732, -4.08701, -1.00814], [-2.90360, -4.17086, 0.55837], [-1.53600, -5.23040, 0.22564], [-1.28426, -3.66292, 2.63296], [0.29952, -4.14247, 1.88062], [-0.08227, -2.45184, 2.32154], [1.65056, 2.21978, -1.42330], [0.71144, 1.83467, -0.77990], [1.54309, 2.96698, -2.56202], [2.62151, 3.10497, -3.50093], [0.21325, 3.24322, -3.04814], [2.70075, 2.00100, -1.16457], [3.58222, 2.91645, -3.01578], [2.62017, 4.10389, -3.93101], [2.57710, 2.32319, -4.27441], [-0.13843, 2.42500, -3.69823], [-0.49139, 3.32144, -2.22592], [0.19814, 4.15342, -3.64907], [-2.99343, 2.27759, 0.71154], [-2.27492, 1.53094, 1.32928], [-3.41296, 2.04149, -0.55542], [-2.92216, 0.87162, -1.27766], [-4.41613, 2.90236, -1.14959], [-3.37077, 3.22327, 1.13148], [-1.84431, 0.81263, -1.13579], [-3.16492, 1.00139, -2.33245], [-3.45044, -0.03158, -0.95903], [-4.41234, 2.76769, -2.23423], [-5.42595, 2.61344, -0.83983], [-4.20859, 3.95813, -0.98910]]}

{"formula": "C5H11N3", "method": "the ωB97M-V functional and the def2-TZVPD basis", "smiles": "C/C(N)=C\\C(N)=C/N", "de_lowest_kcal_mol": 57.58, "homo_lumo_gap_ev": 7.68, "species": ["C", "C", "N", "C", "C", "N", "C", "N", "H", "H", "H", "H", "H", "H", "H", "H", "H", "H", "H"], "coordinates": [[1.29794, -1.02616, 1.06969], [0.87498, -0.30926, -0.18966], [1.91442, 0.37181, -0.81309], [-0.24795, -0.72801, -0.99811], [-1.32779, -0.21891, -0.31413], [-2.63026, -0.66226, -0.28632], [-0.78917, 0.81246, 0.54454], [-0.52915, 2.12117, 0.02300], [1.78738, -0.35161, 1.77899], [0.43929, -1.47830, 1.56141], [2.01518, -1.82485, 0.82754], [2.86981, 0.15277, -0.56933], [1.77196, 0.64833, -1.77314], [-0.20213, -1.24255, -1.95582], [-2.81482, -1.64713, -0.40188], [-3.28594, -0.15832, 0.28953], [-1.12973, 0.85388, 1.58456], [0.18865, 2.60350, 0.55917], [-0.20266, 2.08343, -0.93693]]}

{"formula": "C36H28Cl2N7O2PbSb", "method": "the ωB97M-V functional and the def2-TZVPD basis", "total_charge": 2, "de_lowest_kcal_mol": 0.00, "homo_lumo_gap_ev": 3.55, "species": ["Pb", "Cl", "C", "C", "C", "N", "C", "O", "C", "C", "C", "C", "C", "N", "C", "C", "C", "Cl", "N", "C", "O", "C", "C", "C", "C", "C", "N", "H", "H", "H", "H", "H", "H", "H", "H", "H", "H", "C", "C", "C", "C", "C", "C", "N", "Sb", "C", "C", "C", "C", "C", "C", "N", "C", "C", "C", "C", "C", "C", "N", "H", "H", "H", "H", "H", "H", "H", "H", "H", "H", "H", "H", "H", "H", "H", "H", "H", "H"], "coordinates": [[-0.82717, -0.22867, -0.12694], [4.96359, -4.23980, -1.92674], [3.34440, -3.78840, -1.53983], [3.12794, -2.80888, -0.59325], [1.83164, -2.40780, -0.27748], [1.53668, -1.36225, 0.62426], [2.32599, -0.65624, 1.27800], [3.69132, -0.61730, 1.39149], [1.23096, 0.65488, 3.35749], [2.04020, 1.24423, 4.41531], [1.70508, 2.43554, 5.02031], [0.51973, 3.01579, 4.62283], [-0.33969, 2.37103, 3.66142], [-0.01925, 1.27980, 3.07122], [0.72040, -2.99527, -0.89966], [0.96085, -4.00031, -1.83508], [2.24891, -4.38374, -2.16235], [2.46498, -5.59441, -3.36432], [-0.56825, -2.49294, -0.63980], [-1.62050, -3.34522, -0.67934], [-1.59037, -4.55809, -0.79391], [-2.98977, -2.68344, -0.60566], [-4.12285, -3.47851, -0.63816], [-5.36575, -2.86840, -0.64178], [-5.44002, -1.48199, -0.62719], [-4.26253, -0.76200, -0.58850], [-3.06189, -1.35004, -0.56819], [3.98165, -2.35984, -0.10777], [2.92110, 0.70357, 4.74227], [2.32354, 2.88107, 5.78706], [0.20373, 3.95850, 5.05685], [-1.29882, 2.81676, 3.42196], [0.13142, -4.49659, -2.31411], [-3.99695, -4.55114, -0.67156], [-6.26797, -3.46492, -0.66761], [-6.39029, -0.96763, -0.64947], [-4.27042, 0.32122, -0.59227], [0.91301, -0.82338, 3.74993], [2.09317, 0.67465, 1.97425], [3.65144, 0.69438, 2.05118], [4.30689, 1.75334, 1.23858], [3.58916, 2.47275, 0.38452], [2.13233, 2.25574, 0.22877], [1.43103, 1.51716, 0.99575], [1.24139, 2.97352, -1.64628], [1.22477, 0.94175, -2.41293], [2.37403, 0.57006, -3.08209], [2.37588, -0.60134, -3.83625], [1.19717, -1.29318, -3.97921], [0.05910, -0.87411, -3.28934], [-1.24102, -1.57919, -3.50978], [0.09796, 0.18390, -2.45868], [-0.80878, 3.33652, -1.08494], [-1.35808, 4.45263, -1.69769], [-2.63829, 4.85209, -1.33121], [-3.29322, 4.15001, -0.34297], [-2.67146, 3.04529, 0.23864], [-3.34062, 2.30977, 1.36755], [-1.46264, 2.63103, -0.15145], [1.84149, -1.38281, 3.86331], [0.31915, -1.26620, 2.95635], [0.35480, -0.85797, 4.68451], [4.11512, 0.59674, 3.02933], [5.37303, 1.90053, 1.35887], [4.05818, 3.23195, -0.22916], [3.26060, 1.19131, -3.03722], [3.27502, -0.93244, -4.33984], [1.13477, -2.16034, -4.62380], [-1.13952, -2.65330, -3.35407], [-1.54804, -1.42618, -4.54679], [-2.02455, -1.19176, -2.86437], [-0.80391, 5.00351, -2.44712], [-3.10305, 5.70965, -1.79964], [-4.27907, 4.45004, -0.01158], [-4.36970, 2.04598, 1.12562], [-3.38766, 2.95106, 2.25138], [-2.79146, 1.40827, 1.63841]]}

{"formula": "CHEuF3MgNO3S2", "method": "the ωB97M-V functional and the def2-TZVPD basis", "total_charge": 1, "multiplicity": 8, "de_lowest_kcal_mol": 95.66, "homo_lumo_gap_ev": [6.10, 3.98], "species": ["Mg", "N", "S", "O", "S", "O", "O", "C", "F", "F", "F", "Eu", "H"], "coordinates": [[-2.57879, -0.82666, -0.21952], [-0.16375, 1.26216, -1.29109], [-1.09740, 0.45872, -2.53307], [-2.52602, 0.15905, -1.82631], [0.32579, 0.35827, -0.15877], [-0.74907, -0.49940, 0.57641], [0.97375, 1.09918, 0.96756], [1.59859, -0.96368, -0.66063], [0.98945, -1.99359, -1.20297], [2.41931, -0.41091, -1.52521], [2.26071, -1.34800, 0.40792], [-0.28505, 0.59894, 2.97156], [-1.16752, 2.10594, 4.49412]]}

Maximum force / eV/A: 2.439; 1.222; 0.430; 4.762
E_tot / eV: -34076.946; -9831.409; -89125.334; -63269.721